C5H8S | the ωB97M-V functional and the def2-TZVPD basis

Geometry as ORCA input:
```
! RIJCOSX wB97M-V def2-TZVPD def2/J DEFGRID3
* xyz 0 1
C 0.810 -1.205 -0.237
C 0.326 0.165 -0.272
C 0.608 1.054 -1.431
C -0.487 0.552 0.762
C -1.306 -0.326 1.663
H 0.909 -1.343 -1.358
H -0.305 -1.781 0.130
H 1.884 -1.355 0.602
H 0.152 1.957 -1.171
H 1.620 1.144 -1.391
H 0.332 0.390 -2.377
H -0.955 1.600 0.602
H -1.507 -1.536 1.778
S -2.082 0.685 2.700
*
```

## Properties
Orbital gap (eV): 7.702
Molecular weight (Da): 100.19
Energy above the lowest of the compared OMol25 structures with the same formula, charge and spin (kcal per mole): 101.6
HOMO energy (eV): -8.2
LUMO (eV): -0.5
DFT total energy (hartree): -593.32635

Now the Mulliken charges, all in e: atom 1 (C): -0.6929, atom 2 (C): 0.7881, atom 3 (C): -1.2861, atom 4 (C): -0.3785, atom 5 (C): -0.2922, atom 6 (H): 0.2567, atom 7 (H): 0.1672, atom 8 (H): 0.2520, atom 9 (H): 0.4001, atom 10 (H): 0.3610, atom 11 (H): 0.2966, atom 12 (H): 0.1752, atom 13 (H): 0.2077, atom 14 (S): -0.2549

=====

C6H13BrNO3S | the ωB97M-V functional and the def2-TZVPD basis

Geometry as ORCA input:
```
! RIJCOSX wB97M-V def2-TZVPD def2/J DEFGRID3
* xyz -1 1
C -0.003 -1.190 -1.103
C 2.208 -0.291 -0.300
C 0.930 -1.918 1.103
C -1.338 0.208 1.241
C 0.805 -0.731 0.124
C 0.074 0.373 0.842
N -0.207 2.054 -0.726
O -1.842 3.246 -2.033
O -2.327 0.913 -1.460
O -2.428 2.639 0.269
S -1.830 2.211 -0.998
Br 1.074 1.393 2.058
H -0.550 -0.362 -1.554
H -0.741 -1.939 -0.827
H 0.661 -1.633 -1.845
H 2.840 -0.127 0.571
H 2.675 -1.055 -0.920
H 2.149 0.637 -0.864
H -0.056 -2.290 1.379
H 1.454 -1.622 2.010
H 1.484 -2.725 0.628
H -1.437 -0.129 2.278
H -1.860 1.177 1.141
H -1.850 -0.477 0.570
H 0.115 1.639 -1.583
*
```

## Properties
Orbital gap (alpha / beta) (eV): 7.486 / 7.493
Molecular weight (Da): 259.14
Energy above the lowest of the compared OMol25 structures with the same formula, charge and spin (kcal per mole): 33.5
HOMO energy (alpha / beta) (eV): -4.7 / -4.7
LUMO (alpha / beta) (eV): 2.8 / 2.8
DFT total energy (hartree): -3489.09121

Now the Mulliken charges, all in e: atom 1 (C): -1.5406, atom 2 (C): -1.8681, atom 3 (C): -1.8883, atom 4 (C): -1.6849, atom 5 (C): 1.8864, atom 6 (C): 0.5359, atom 7 (N): -0.4962, atom 8 (O): -0.7107, atom 9 (O): -0.6622, atom 10 (O): -0.7614, atom 11 (S): 1.1812, atom 12 (Br): -0.0795, atom 13 (H): 0.2267, atom 14 (H): 0.3728, atom 15 (H): 0.4156, atom 16 (H): 0.4595, atom 17 (H): 0.4790, atom 18 (H): 0.3558, atom 19 (H): 0.3959, atom 20 (H): 0.3988, atom 21 (H): 0.4585, atom 22 (H): 0.4317, atom 23 (H): 0.5476, atom 24 (H): 0.3536, atom 25 (H): 0.1930

=====

C9H14N2PRhS | the ωB97M-V functional and the def2-TZVPD basis

Geometry as ORCA input:
```
! RIJCOSX wB97M-V def2-TZVPD def2/J DEFGRID3
* xyz 0 5
C -0.633 -0.972 -2.765
C -1.335 -2.200 -2.842
C -2.710 -1.991 -2.387
C -2.882 -0.588 -2.144
C -1.541 0.063 -2.279
Rh 0.431 0.824 -0.627
P 2.106 1.254 -2.047
H 0.377 -0.714 -3.200
H -0.845 -3.172 -3.033
H -3.411 -2.782 -2.159
H -1.475 1.144 -2.604
H -3.806 -0.062 -1.810
H 2.266 2.418 -2.866
H 2.486 0.220 -3.015
H 3.338 1.326 -1.382
C 1.870 0.763 1.357
N 0.915 0.511 2.450
C 1.155 0.592 3.825
C -0.005 0.223 4.447
N -0.937 -0.083 3.466
C -0.371 0.121 2.227
S -1.223 -0.061 0.787
H 2.011 -0.155 0.767
H 1.452 1.571 0.689
H 2.795 1.087 1.847
H 2.115 0.911 4.206
H -0.231 0.159 5.494
H -1.909 -0.404 3.597
*
```

## Properties
Orbital gap (alpha / beta) (eV): 3.475 / 5.214
Molecular weight (Da): 316.17
<S²>: 6.03
HOMO energy (alpha / beta) (eV): -2.8 / -7.1
LUMO (alpha / beta) (eV): 0.7 / -1.9
DFT total energy (hartree): -1310.65400

Now the Mulliken charges, all in e: atom 1 (C): 0.4991, atom 2 (C): -0.6207, atom 3 (C): -0.3017, atom 4 (C): -0.6071, atom 5 (C): -0.5769, atom 6 (Rh): -0.3225, atom 7 (P): -0.1700, atom 8 (H): 0.2093, atom 9 (H): 0.3713, atom 10 (H): 0.4049, atom 11 (H): 0.3438, atom 12 (H): 0.3679, atom 13 (H): 0.0850, atom 14 (H): 0.0988, atom 15 (H): 0.0680, atom 16 (C): -1.0549, atom 17 (N): 0.4721, atom 18 (C): -0.1213, atom 19 (C): -0.6054, atom 20 (N): -0.0221, atom 21 (C): -0.2205, atom 22 (S): -0.4344, atom 23 (H): 0.4378, atom 24 (H): 0.4508, atom 25 (H): 0.2827, atom 26 (H): 0.3524, atom 27 (H): 0.3916, atom 28 (H): 0.2220

=====

C3H4F2S | the ωB97M-V functional and the def2-TZVPD basis

Geometry as ORCA input:
```
! RIJCOSX wB97M-V def2-TZVPD def2/J DEFGRID3
* xyz 0 3
C -1.706 -0.667 0.007
C 0.892 0.823 0.148
C 0.418 -0.518 -0.085
F 0.774 -1.453 0.759
F 0.743 -0.872 -1.410
S -2.474 0.643 -0.487
H -1.937 -1.673 0.587
H 0.309 1.660 -0.289
H 1.888 0.859 -0.382
H 1.093 1.197 1.151
*
```

## Properties
Orbital gap (alpha / beta) (eV): 7.667 / 8.198
Molecular weight (Da): 110.13
Energy above the lowest of the compared OMol25 structures with the same formula, charge and spin (kcal per mole): 2.8
<S²>: 2.02
HOMO energy (alpha / beta) (eV): -6.8 / -10.5
LUMO (alpha / beta) (eV): 0.9 / -2.3
DFT total energy (hartree): -714.45553

Now the Mulliken charges, all in e: atom 1 (C): -0.2982, atom 2 (C): -0.9593, atom 3 (C): 0.6785, atom 4 (F): -0.2237, atom 5 (F): -0.2398, atom 6 (S): -0.2022, atom 7 (H): 0.3437, atom 8 (H): 0.2744, atom 9 (H): 0.2863, atom 10 (H): 0.3404